Entry from the Open Molecules 2025 dataset: 9 unconnected molecules or ions with the total composition C13H44O9 (ωB97M-V/def2-TZVPD).

```
! wB97M-V def2-TZVPD RIJCOSX def2/J DEFGRID3
* xyz 0 1
C 12.4152 9.3145 11.5618
O 11.5041 10.4070 11.7810
H 13.4229 9.5816 11.8826
H 12.0217 8.4465 12.0759
H 12.5096 9.0788 10.4798
H 11.7527 11.0897 11.1681
C 9.1982 5.7457 9.4448
O 7.9722 6.2662 9.8124
H 9.0388 4.8165 8.8864
H 9.7081 6.4791 8.8126
H 9.7497 5.5755 10.3176
H 8.1014 7.0368 10.3505
C 12.1349 9.5900 5.1175
O 11.4311 9.7058 6.3180
H 13.1277 9.1595 5.3590
H 11.6427 8.9190 4.4789
H 12.3018 10.5621 4.6804
H 10.4475 9.8503 6.0966
C 9.3281 9.0682 9.4628
O 8.9559 8.8119 10.8072
H 8.5829 8.4416 8.9278
H 9.3004 10.1754 9.3311
H 10.3333 8.7302 9.1337
H 9.5541 9.3411 11.4187
C 6.8577 6.3759 5.4727
O 7.1237 7.4662 6.3728
H 5.8328 6.0370 5.4830
H 7.0233 6.7801 4.4990
H 7.5540 5.6059 5.7345
H 7.1993 7.1197 7.2569
C 12.7290 13.9360 6.7829
C 12.9923 12.4598 6.9884
O 11.8704 11.9400 7.7040
H 12.1652 14.2196 7.6348
H 12.1555 14.1671 5.9218
H 13.6589 14.5824 6.7198
H 13.9587 12.4102 7.5452
H 13.1990 11.8329 6.1190
H 11.8005 11.0010 7.3485
C 5.1215 9.8458 9.5400
C 5.2038 8.4977 10.2526
O 5.8469 8.5618 11.4587
H 4.5786 10.5489 10.1780
H 4.6679 9.7442 8.5718
H 6.1465 10.2012 9.2626
H 5.6662 7.8664 9.4675
H 4.1941 8.0170 10.3751
H 6.7356 8.8996 11.2355
C 8.4069 12.2015 5.1705
C 7.9159 10.9983 5.8557
O 8.7709 9.8550 5.4828
H 7.9601 13.1471 5.5313
H 8.2724 12.1596 4.0550
H 9.4649 12.3575 5.2674
H 6.8875 10.6383 5.6069
H 7.8626 11.0741 6.9767
H 8.4023 9.0361 5.8565
C 8.5816 12.8198 11.1909
C 9.3354 13.3194 9.9805
O 9.2538 12.3975 8.8653
H 8.4539 13.6935 11.8372
H 9.1432 12.0186 11.6547
H 7.5690 12.4906 10.9261
H 10.3619 13.5080 10.2347
H 8.9451 14.2359 9.6620
H 10.0728 12.4050 8.3777
*
```

---

Entry from the Open Molecules 2025 dataset: 3 unconnected molecules or ions with the total composition C3H12N2O2 (ωB97M-V/def2-TZVPD).

```
! wB97M-V def2-TZVPD RIJCOSX def2/J DEFGRID3
* xyz 0 1
C 0.1286 -0.9868 2.8830
C -0.1138 0.0359 1.7822
N -0.2188 -0.6142 0.4561
C 0.7650 -1.0932 -0.4035
N 1.7358 -0.2354 -0.6129
H -0.8234 -1.3806 3.0966
H 0.6532 -0.6043 3.7380
H 0.6873 -1.8879 2.5191
H -1.1138 0.4255 2.0623
H 0.7490 0.7196 1.7574
H -1.1093 -0.9705 0.0074
H 1.0024 -2.0599 -0.6711
H 2.5603 -0.8023 -0.8594
H 0.7550 2.0026 -1.6764
H 0.1266 3.1606 -0.6287
O -0.0231 2.6177 -1.4230
H -1.5279 -0.0841 -4.2502
H -1.8945 1.2599 -3.7229
O -2.3385 0.4973 -4.0542
*
```

---

no.,Kohn-Sham gap (eV),maximum force (eV/Å)
1,10.22,3.19
2,9.68,7.04